16
Properties=species:S:1:pos:R:3:forces:R:3:mulliken_charge:R:1 method="wB97M-V/def2-TZVPD" e_tot_ev=-20137.1992 homo_ha="-0.327 / -0.327" lumo_ev="-0.47 / -0.47"
C -0.3036 -0.2511 -0.5283 -2.67 0.79 -1.57 0.66
C 1.4286 -0.6263 -2.0418 -1.71 1.24 0.68 -0.37
C -1.7484 -0.6937 -0.0428 2.97 0.50 3.28 -0.91
C 0.7530 1.3106 1.1342 -0.25 -0.51 1.49 -0.72
N 0.0823 -0.8645 -1.5994 -0.80 -0.67 0.77 -0.63
N 0.1967 0.9608 -0.1031 1.26 -0.13 -3.93 -0.42
O 2.9984 1.1692 -1.0571 2.07 0.63 1.01 -0.49
S 1.7431 1.1461 -1.7506 -2.77 -0.47 0.67 0.50
H 2.0237 -1.0324 -1.2814 1.67 -0.90 0.59 0.29
H 1.5927 -1.0425 -3.0252 0.22 0.37 -0.27 0.35
H -1.4815 -0.9411 1.0908 -1.15 0.22 -2.02 0.21
H -1.8776 -1.6007 -0.5767 -0.75 -0.71 -0.30 0.33
H -2.5858 0.0359 -0.0409 0.92 -0.35 -0.36 0.29
H 1.0722 0.4145 1.6341 0.35 -0.40 0.73 0.32
H 1.6464 1.8961 0.9910 0.40 0.47 -0.13 0.32
H 0.0647 1.8482 1.8236 0.26 -0.09 -0.64 0.27

***

117
Properties=species:S:1:pos:R:3:forces:R:3:mulliken_charge:R:1 method="wB97M-V/def2-TZVPD" e_tot_ev=-910162.6417 homo_ha=-0.447 total_charge=+1 lumo_ev=-2.37
C 1.7056 3.2325 4.3863 0.17 -0.46 0.48 0.24
C 2.4091 3.0755 3.4315 0.15 -0.44 -0.11 -0.99
C 3.2038 2.6082 2.2926 0.04 -0.14 0.70 0.46
C 4.3177 1.6420 2.7456 0.12 0.54 -0.85 -1.06
C 4.7505 0.7805 1.5376 -0.28 -0.10 0.56 -0.95
P 3.7991 -0.7586 1.4107 0.47 0.56 -0.95 0.24
C 4.9933 -2.0979 1.1077 -0.18 -0.44 0.33 -1.13
C 4.7494 -3.3654 1.9281 -0.28 -0.08 -0.04 -0.07
C 3.3810 -3.9654 1.6653 -0.05 0.49 -0.09 -1.14
Br 6.0936 -4.6558 1.3903 0.20 0.00 0.08 -0.08
C 2.5723 -0.5158 0.0705 -0.25 -1.13 0.36 0.94
C 3.1340 -0.9261 -1.2890 -0.30 0.59 -0.26 -1.79
C 1.3033 -1.3485 0.3755 0.25 0.55 -0.28 -0.80
C 0.1044 -0.8976 -0.4620 -0.03 -0.48 0.16 -0.84
H 1.1817 3.1240 5.3107 -0.14 0.53 -0.16 0.10
H 3.6400 3.4567 1.7671 0.03 -0.10 -0.20 0.33
H 2.5267 2.0754 1.6240 -0.09 0.18 -0.18 0.29
H 5.1723 2.2464 3.0298 0.08 -0.14 0.34 0.43
H 3.9849 1.0522 3.5953 0.13 -0.06 0.11 0.62
H 4.5376 1.3258 0.6185 0.19 0.05 -0.17 0.21
H 5.8094 0.5355 1.5572 0.06 -0.03 0.06 0.74
H 3.1224 -1.0029 2.6061 0.02 0.03 0.12 0.04
H 4.9616 -2.3816 0.0578 0.03 0.21 -0.12 0.59
H 5.9812 -1.6970 1.3222 0.06 0.06 -0.03 0.56
H 4.8914 -3.1723 2.9887 0.15 -0.08 0.06 0.50
H 3.2663 -4.9434 2.1184 0.02 -0.09 -0.04 0.50
H 2.5976 -3.3144 2.0627 -0.04 -0.02 0.13 0.28
H 3.2273 -4.0129 0.5873 -0.05 -0.34 -0.05 0.31
H 2.3299 0.5471 0.0936 0.02 0.10 -0.01 0.16
H 3.4816 -1.9551 -1.3065 0.12 -0.02 0.04 0.41
H 3.8898 -0.2375 -1.6637 0.24 -0.13 0.04 0.38
H 2.3062 -0.8729 -1.9950 -0.03 0.03 -0.10 0.44
H 1.5289 -2.3803 0.1108 -0.05 -0.18 0.31 0.11
H 1.0814 -1.2808 1.4410 -0.17 -0.10 0.05 0.52
H 0.1113 0.1664 -0.6927 -0.04 0.10 0.09 0.43
H -0.8067 -1.1546 0.0736 -0.09 0.18 0.00 0.20
H 0.0555 -1.4641 -1.3892 0.10 0.20 -0.11 0.02
C 6.5808 3.0869 6.0176 -0.01 0.06 0.03 0.29
Cl 7.1687 1.5408 5.3711 0.01 -0.04 -0.01 -0.10
Cl 4.8631 3.2598 5.6355 -0.01 0.04 0.07 -0.05
Cl 6.7995 3.1080 7.7649 0.00 -0.01 0.00 -0.09
Cl 7.4837 4.4046 5.2781 -0.17 0.03 -0.13 -0.06
C -0.7397 0.6608 6.1317 -0.05 0.02 -0.02 0.18
Cl -1.5367 -0.5378 7.1445 0.02 0.00 0.03 -0.08
Cl 0.7461 -0.0414 5.4530 0.01 -0.04 -0.01 -0.04
Cl -1.8201 1.1353 4.8260 0.24 0.28 0.09 0.02
Cl -0.3115 2.0768 7.0993 -0.06 -0.06 0.12 -0.12
C -2.2059 -1.7539 -3.4474 -0.05 0.15 -0.03 0.05
Cl -1.1103 -3.1223 -3.1678 0.02 -0.03 -0.08 -0.15
Cl -2.9900 -1.3173 -1.9288 0.25 -0.52 0.10 0.05
Cl -1.2939 -0.3478 -4.0032 0.12 -0.01 -0.12 0.03
Cl -3.4015 -2.1923 -4.6527 0.00 0.07 0.00 0.02
C -4.4031 -1.1823 2.2111 0.01 -0.08 0.08 0.21
Cl -4.9329 -2.7595 1.6350 0.05 0.01 -0.07 -0.09
Cl -3.3325 -1.3739 3.6037 -0.20 -0.27 -0.09 -0.07
Cl -3.4804 -0.3577 0.9306 0.07 -0.21 0.24 0.01
Cl -5.8002 -0.2172 2.6605 0.02 0.01 0.03 -0.07
C -4.9176 -6.2157 -4.7452 -0.02 -0.04 0.05 0.31
Cl -6.0521 -7.0304 -3.6737 0.03 0.21 0.05 -0.06
Cl -3.5670 -5.5699 -3.8072 0.01 -0.07 0.03 -0.06
Cl -4.3090 -7.3609 -5.9397 0.03 -0.11 0.24 -0.10
Cl -5.7421 -4.8853 -5.5761 0.00 0.02 -0.02 -0.11
C -5.9054 3.6003 -0.0426 0.02 0.13 -0.08 0.03
Cl -4.9062 2.1761 0.2970 -0.22 0.30 -0.14 0.04
Cl -6.5325 4.2212 1.4832 0.09 0.06 -0.09 -0.01
Cl -4.9223 4.8169 -0.8575 0.19 0.02 0.25 0.00
Cl -7.2433 3.1733 -1.1170 0.10 -0.04 0.35 -0.08
C -6.2562 0.7420 -4.2419 0.10 0.19 0.10 0.16
Cl -6.7161 -0.8112 -4.9410 -0.02 0.06 -0.06 -0.07
Cl -5.3276 0.4714 -2.7652 -0.37 0.11 -0.06 0.10
Cl -5.2285 1.6558 -5.3477 -0.05 -0.08 -0.18 -0.02
Cl -7.7042 1.6845 -3.8862 -0.16 -0.16 -0.26 -0.12
C 11.6602 4.5965 6.8865 0.03 -0.01 0.00 0.31
Cl 11.4094 6.3076 6.5323 -0.01 0.02 -0.01 -0.10
Cl 12.3810 3.8038 5.4818 0.00 -0.01 -0.02 -0.10
Cl 12.7338 4.4302 8.2740 0.00 0.00 0.01 -0.09
Cl 10.1019 3.8432 7.2474 0.16 -0.05 0.15 -0.02
C 3.6436 3.8108 -2.8205 -0.02 0.01 0.09 0.12
Cl 2.4269 2.6671 -3.3932 0.08 -0.08 0.08 0.01
Cl 5.2202 3.3755 -3.4709 0.02 -0.01 0.00 -0.09
Cl 3.2094 5.4355 -3.3310 0.26 0.04 -0.27 -0.08
Cl 3.7026 3.7574 -1.0413 0.16 -0.16 -0.05 0.00
C -9.6526 5.2461 3.6829 -0.02 0.01 -0.01 0.33
Cl -9.3343 3.5571 3.2717 -0.11 -0.06 0.06 -0.08
Cl -8.3613 5.8412 4.7327 0.03 0.01 0.00 -0.10
Cl -9.6979 6.2097 2.2049 0.00 0.01 -0.02 -0.08
Cl -11.1994 5.3704 4.5183 0.00 0.00 0.01 -0.10
C 0.0113 5.1481 0.1329 0.01 -0.04 -0.17 0.08
Cl 1.0709 4.3946 1.3359 -0.43 0.44 -0.17 -0.08
Cl -1.2038 3.9597 -0.3464 -0.12 -0.02 -0.09 0.05
Cl -0.7718 6.5625 0.8225 0.00 -0.01 0.04 -0.10
Cl 0.9634 5.6218 -1.2813 -0.37 0.04 0.23 -0.02
C -5.6697 7.3429 -3.8234 -0.04 0.00 -0.01 0.26
Cl -3.9780 7.0902 -3.3540 0.04 0.00 0.01 -0.07
Cl -6.5761 5.8566 -3.5497 -0.11 0.01 -0.18 -0.02
Cl -6.3578 8.6435 -2.8523 0.01 0.00 0.02 -0.10
Cl -5.7383 7.7764 -5.5318 0.02 0.00 -0.01 -0.09
C -7.8806 -10.8990 -3.1274 -0.01 -0.02 -0.01 0.34
Cl -6.8816 -11.5973 -1.8497 0.01 0.00 0.02 -0.10
Cl -8.8561 -12.1647 -3.8722 -0.01 0.00 0.00 -0.09
Cl -8.9417 -9.6654 -2.4352 -0.01 0.02 0.01 -0.10
Cl -6.8423 -10.1522 -4.3431 -0.02 -0.19 -0.07 -0.04
C -1.4338 3.4018 -6.2835 -0.14 0.05 -0.01 0.16
Cl -0.4647 2.7582 -4.9403 -0.12 0.06 -0.08 0.02
Cl -2.3108 2.0917 -7.0805 0.17 -0.02 0.01 -0.08
Cl -2.5960 4.5656 -5.6455 0.02 0.03 0.05 0.00
Cl -0.3624 4.1966 -7.4339 0.00 -0.02 -0.01 -0.10
C -3.8815 -6.3941 -10.3266 -0.03 0.02 -0.03 0.32
Cl -2.7964 -7.7629 -10.0570 0.02 -0.02 0.01 -0.11
Cl -4.6896 -5.9881 -8.8103 -0.02 0.11 -0.24 0.00
Cl -2.9465 -5.0050 -10.8880 0.01 0.01 0.00 -0.10
Cl -5.0836 -6.8265 -11.5424 0.00 0.00 0.00 -0.10
C 7.9677 -6.6907 4.9551 0.01 -0.04 0.00 0.35
Cl 8.0250 -7.4486 6.5433 -0.01 0.00 0.01 -0.09
Cl 7.5035 -4.9887 5.1344 -0.01 0.04 0.01 -0.09
Cl 9.5535 -6.7856 4.1921 0.01 0.02 -0.02 -0.09
Cl 6.7775 -7.5190 3.9463 -0.02 -0.01 0.00 -0.09

***

10
Properties=species:S:1:pos:R:3:forces:R:3:mulliken_charge:R:1 method="wB97M-V/def2-TZVPD" multiplicity=2 e_tot_ev=-14462.7173 s_squared=0.768 homo_ha="-0.528 / -0.521" total_charge=+1 lumo_ev="-4.47 / -6.25"
H -4.2213 0.1055 -2.4655 -0.37 -0.10 0.02 0.32
O -6.0240 -1.5474 -2.8185 0.74 0.77 -1.32 -0.39
C -5.4502 -0.8957 -3.6365 -1.39 -1.85 3.81 0.74
O -4.5120 0.0457 -3.4035 0.36 -0.16 1.37 -0.33
O -5.5925 -0.9068 -4.9545 -3.48 -3.75 -2.01 -0.41
In -4.3654 0.6785 -5.4976 2.36 3.43 -3.10 0.60
H -6.2882 -1.5902 -5.3430 1.73 1.69 1.44 0.45
C -3.1123 0.3411 -0.1946 -0.88 -0.61 1.37 -0.48
C -3.8713 0.2648 0.7835 1.18 0.27 -1.89 0.10
H -2.3128 -0.0022 -0.8404 -0.26 0.31 0.32 0.42

***

62
Properties=species:S:1:pos:R:3:forces:R:3:mulliken_charge:R:1 method="wB97M-V/def2-TZVPD" multiplicity=4 e_tot_ev=-89230.0560 s_squared=3.813 homo_ha="-0.342 / -0.383" total_charge=+1 lumo_ev="-3.21 / -5.74"
C 5.8911 2.2990 -2.4072 0.10 -0.03 0.14 -0.65
C 5.7860 2.7607 -0.9570 -0.19 0.23 0.12 -0.76
C 4.6521 2.0609 -0.2055 0.69 0.04 0.31 -0.59
N 3.3903 2.1067 -0.9261 -1.42 -0.50 0.92 0.10
C 2.2123 2.0523 -0.1923 1.87 0.20 -1.96 0.47
S 2.3351 2.2514 1.4766 -0.82 0.02 0.19 -0.16
S 0.6752 1.8296 -0.8635 1.08 0.47 0.60 -0.22
C 3.4334 1.6504 -2.3077 0.08 -0.05 -0.47 -0.59
C 4.5359 2.3606 -3.1021 -0.23 0.19 0.09 -0.69
H 6.5938 2.9547 -2.9258 0.05 -0.18 -0.07 0.31
H 6.2983 1.2781 -2.4385 -0.10 0.14 -0.04 0.31
H 6.7253 2.5706 -0.4204 -0.23 0.07 -0.10 0.33
H 5.6050 3.8440 -0.9230 0.04 -0.17 -0.06 0.34
H 4.9581 1.0170 -0.0010 -0.31 0.17 -0.09 0.30
H 4.5164 2.5533 0.7734 0.08 -0.20 -0.39 0.34
H 3.6246 0.5623 -2.3502 -0.10 0.18 0.23 0.26
H 2.4485 1.8259 -2.7529 0.23 -0.02 0.07 0.39
H 4.2519 3.4112 -3.2444 0.01 -0.14 0.02 0.32
H 4.6033 1.9032 -4.0927 -0.08 0.06 0.05 0.34
O -3.1711 -5.7912 2.5680 2.65 1.49 -2.42 -0.28
C -2.4408 -5.2913 1.8110 -2.99 -1.34 3.02 0.41
Cr -1.4921 -4.4019 0.4200 -1.76 -2.16 0.10 -0.13
C -2.8639 -3.1190 0.5721 -3.41 2.95 0.39 0.49
O -3.7663 -2.3848 0.6666 3.10 -2.47 -0.32 -0.29
C -2.7143 -5.3039 -0.7286 -3.81 -1.56 -2.46 0.37
O -3.5884 -5.8102 -1.3132 3.30 1.63 1.93 -0.27
C 0.3247 -5.5595 0.2440 1.17 -0.54 -0.12 -0.66
C 0.3626 -4.8395 1.4462 0.34 -0.46 0.17 -0.53
C 0.1008 -3.4631 1.4476 0.55 1.22 0.95 -0.46
C -0.0769 -2.7413 0.2434 -0.28 1.82 -0.02 1.03
C -0.4563 -1.3294 0.2696 -0.09 -0.76 0.06 -0.53
C -1.0586 -0.2657 0.3731 0.45 -0.84 -0.07 -0.76
C -1.7955 0.9224 0.5400 -0.94 -0.33 0.34 -0.12
C -2.8413 1.2014 -0.4405 0.21 -0.04 -0.76 0.89
C -2.9674 0.3370 -1.5624 -0.30 -0.16 0.16 -0.56
C -4.0863 0.3573 -2.3863 0.09 0.29 0.21 -0.72
C -5.1126 1.2792 -2.1340 0.11 -0.15 0.24 -0.43
C -4.9405 2.2349 -1.1235 0.26 -0.11 -0.34 -0.88
C -3.7736 2.2620 -0.3596 -0.13 -0.05 0.18 -0.43
C -1.6596 1.5832 1.8342 0.11 -0.16 0.89 0.49
C -0.4978 1.3214 2.5990 0.02 0.08 -0.04 -0.89
C -0.2239 1.9863 3.7878 -0.28 0.01 -0.18 -0.76
C -1.1234 2.9435 4.2692 -0.10 -0.04 -0.23 -0.43
C -2.3383 3.1353 3.5950 0.27 -0.30 0.14 -0.82
C -2.6389 2.4053 2.4447 0.19 0.08 -0.03 -0.31
C -0.1464 -3.4940 -0.9486 0.40 1.28 -1.14 -0.23
C 0.1030 -4.8731 -0.9611 0.15 -0.50 -0.17 -0.57
H 0.4344 -6.6509 0.2441 0.02 0.56 0.01 0.49
H 0.5634 -5.3504 2.3918 -0.29 0.14 -0.35 0.54
H 0.0287 -2.9146 2.3871 0.18 -0.19 -0.27 0.62
H -2.1781 -0.3892 -1.7520 -0.23 0.09 0.08 0.50
H -4.1662 -0.3548 -3.2104 0.02 0.27 0.24 0.40
H -6.0310 1.2461 -2.7236 0.30 0.10 0.19 0.38
H -5.7204 2.9728 -0.9414 0.27 -0.05 -0.13 0.41
H -3.5903 3.1010 0.3137 -0.21 -0.41 -0.28 1.01
H 0.2167 0.5893 2.2205 -0.16 0.34 0.10 0.70
H 0.7039 1.7739 4.3215 -0.28 0.07 -0.13 0.45
H -0.8877 3.5035 5.1776 -0.16 -0.15 -0.34 0.38
H -3.0661 3.8425 3.9871 0.07 -0.25 -0.02 0.40
H -3.6552 2.4251 2.0552 0.42 0.20 0.11 0.83
H -0.4012 -2.9699 -1.8744 0.24 -0.24 0.34 0.61
H 0.0954 -5.4179 -1.9100 -0.20 0.20 0.41 0.55